(a)
Here is a single C3H8NO2P molecule from the Open Molecules 2025 dataset. Energies are from wB97M-V/def2-TZVPD.

HOMO = -8.8 eV
net charge = 0
LUMO energy = 0.84 eV

Last column: natural (NBO) charge in e.
Element x y z (Å)
C1 -2.274 0.490 -0.816  -0.490
C2 -1.121 0.348 -0.145  -0.036
C3 0.778 -0.889 1.094  -0.600
N1 -0.407 -0.862 -0.016  -0.667
O1 1.731 -0.333 -1.355  -0.973
O2 1.912 1.454 0.450  -1.043
P1 2.247 -0.223 0.195  1.305
H1 -2.729 1.497 -1.003  0.212
H2 -3.138 -0.315 -0.882  0.201
H3 -0.593 1.202 0.251  0.219
H4 0.495 -0.432 2.083  0.241
H5 0.912 -2.028 1.142  0.233
H6 -1.038 -1.694 0.234  0.391
H7 0.795 -0.387 -1.277  0.498
H8 2.430 2.171 0.045  0.509


(b)
Here is 2 unconnected molecules or ions with the total composition C3H8NO2P from the Open Molecules 2025 dataset. Energies are from wB97M-V/def2-TZVPD.

HOMO = -9.0 eV
net charge = 0
LUMO energy = 0.71 eV

Last column: natural (NBO) charge in e.
Element x y z (Å)
C1 -0.797 -1.263 1.387  -0.367
C2 -0.478 1.116 0.669  -0.088
C3 -0.438 -0.021 1.604  -0.247
N1 1.507 -0.701 -1.189  -1.211
O1 1.164 1.445 -2.554  -1.073
O2 -1.093 0.798 -0.599  -0.765
P1 0.488 0.146 -2.285  1.449
H1 1.653 -1.671 -1.503  0.387
H2 -0.629 -2.189 2.054  0.207
H3 -1.262 -1.657 0.405  0.191
H4 -1.029 2.033 0.844  0.202
H5 0.473 1.381 0.454  0.202
H6 0.040 0.026 2.538  0.215
H7 2.423 -0.311 -1.044  0.392
H8 -2.021 0.866 -0.781  0.506


Quick look at relative energies in eV: (a) 0.000; (b) 0.254.